Computed, not measured: C56H44IN6S3Sb2V as an isolated structure in a non-equilibrium geometry, with ωB97M-V/def2-TZVPD.

The geometry in XYZ format:
```
113
Properties=species:S:1:pos:R:3:mulliken_spin:R:1
V 1.320 -0.640 2.462 1.22
I -1.191 0.470 2.892 0.00
C -0.172 1.672 4.296 -0.01
C -0.885 2.322 5.255 0.00
C -0.200 3.146 6.175 0.00
C 1.149 3.310 6.067 0.00
C 1.886 2.666 5.042 -0.01
C 3.272 2.906 4.872 0.00
C 3.950 2.359 3.822 0.00
C 3.294 1.481 2.938 0.05
C 1.969 1.140 3.104 -0.10
C 1.227 1.792 4.140 -0.03
H -1.960 2.213 5.318 0.00
H -0.759 3.653 6.950 0.00
H 1.682 3.955 6.758 0.00
H 3.779 3.553 5.580 0.00
H 5.000 2.580 3.669 0.00
H 3.867 1.068 2.118 -0.01
C 1.913 0.220 -3.776 0.00
C 3.058 0.941 -3.045 0.00
C 2.667 2.152 -2.189 0.00
Sb 1.299 1.936 -0.503 0.00
C 1.768 3.928 0.220 0.00
C 2.012 4.954 -0.697 0.00
C 2.279 6.246 -0.262 0.00
C 2.300 6.537 1.098 0.00
C 2.033 5.534 2.018 0.00
C 1.765 4.238 1.579 0.00
C -0.444 2.792 -1.422 0.00
C -1.446 3.231 -0.556 0.00
C -2.557 3.904 -1.041 0.00
C -2.683 4.144 -2.405 0.00
C -1.699 3.696 -3.275 0.00
C -0.584 3.022 -2.785 0.00
Sb 0.788 -0.933 -2.341 0.00
C -1.239 -0.301 -2.614 0.00
C -2.028 -0.165 -1.475 0.00
C -3.378 0.160 -1.574 0.00
C -3.950 0.356 -2.823 0.00
C -3.165 0.245 -3.966 0.00
C -1.818 -0.075 -3.863 0.00
C 0.545 -2.744 -3.464 0.00
C 0.596 -3.965 -2.793 0.00
C 0.406 -5.161 -3.478 0.00
C 0.164 -5.142 -4.845 0.00
C 0.118 -3.931 -5.526 0.00
C 0.311 -2.736 -4.841 0.00
H 2.319 -0.492 -4.495 0.00
H 1.275 0.924 -4.315 0.00
H 3.765 1.300 -3.800 0.00
H 3.609 0.216 -2.436 0.00
H 2.231 2.917 -2.832 0.00
H 3.561 2.578 -1.730 0.00
H 1.979 4.758 -1.763 0.00
H 2.464 7.030 -0.987 0.00
H 2.515 7.544 1.435 0.00
H 2.029 5.753 3.081 0.00
H 1.539 3.475 2.309 0.00
H -1.360 3.049 0.513 0.00
H -3.324 4.247 -0.355 0.00
H -3.544 4.678 -2.788 0.00
H -1.794 3.873 -4.341 0.00
H 0.168 2.679 -3.487 0.00
H -1.583 -0.310 -0.494 0.00
H -3.977 0.267 -0.675 0.00
H -5.003 0.597 -2.909 0.00
H -3.608 0.408 -4.942 0.00
H -1.220 -0.148 -4.766 0.00
H 0.789 -3.997 -1.724 0.00
H 0.450 -6.102 -2.940 0.00
H 0.018 -6.071 -5.382 0.00
H -0.068 -3.915 -6.595 0.00
H 0.283 -1.799 -5.388 0.00
S 1.532 -1.740 4.528 -0.06
C 3.074 -1.867 3.770 0.03
N 3.107 -1.429 2.526 -0.06
C 4.360 -1.544 1.927 0.02
C 4.689 -1.183 0.629 -0.04
C 5.999 -1.354 0.222 0.00
C 6.959 -1.875 1.096 0.00
C 6.629 -2.238 2.391 0.00
C 5.312 -2.068 2.798 0.00
S 4.585 -2.418 4.357 0.00
H 3.923 -0.779 -0.025 0.03
H 6.288 -1.080 -0.785 0.00
H 7.980 -1.998 0.757 0.00
H 7.376 -2.641 3.064 0.00
S -6.057 -4.378 1.314 0.00
C -4.413 -3.769 1.586 0.00
C -3.962 -3.580 2.890 0.00
C -2.701 -3.043 3.089 0.00
N -1.868 -2.723 2.093 0.00
C -2.291 -2.980 0.851 0.00
C -3.540 -3.480 0.545 0.00
C -6.498 -3.379 -0.099 0.00
C -7.090 -2.141 0.112 0.00
C -7.358 -1.344 -0.994 0.00
N -7.073 -1.708 -2.247 0.00
C -6.540 -2.917 -2.433 0.00
C -6.243 -3.793 -1.396 0.00
H -4.598 -3.821 3.734 0.00
H -2.349 -2.834 4.095 0.00
H -1.595 -2.771 0.045 0.00
H -3.819 -3.628 -0.489 0.00
H -7.331 -1.807 1.113 0.00
H -7.816 -0.368 -0.869 0.00
H -6.337 -3.198 -3.462 0.00
H -5.826 -4.771 -1.602 0.00
N 0.376 -6.218 0.919 -0.01
C 0.649 -5.130 1.192 0.00
N 1.014 -3.900 1.536 -0.01
C 0.843 -2.744 1.249 0.00
N 0.844 -1.549 0.969 -0.03
```

Calculated values
* HOMO energy (alpha / beta): -9.98 / -9.98 eV
* frontier orbital gap (alpha / beta): 0.19944 / 0.21903 Eh
* <S²>: 0.78
* total charge: +1
* energy relative to the best compared isomer or geometry (same formula, charge and spin): 0.0 kJ/mol
* E_tot: -5405.36485 Eh
* multiplicity: 2